*1*
The following is a DFT calculation (ωB97M-V with the def2-TZVPD basis set) of the ion C6H17N2 with charge +1.

Calculated values
Structure (SMILES) ... CCCNCC[NH2+]C
M ... 117.22 g/mol
Lowest unoccupied orbital energy ... -3.3 eV
Net charge ... +1

Each line ends with the Mulliken charge.
Element x y z (Å)
C: 2.425 3.155 0.809  -1.34
C: 2.020 1.720 0.640  -0.70
C: 0.679 1.622 -0.258  -0.66
N: 0.239 0.168 -0.276  -0.14
C: -0.883 -0.123 -1.139  -0.55
C: -2.050 -0.898 -0.417  -0.74
N: -1.611 -2.098 0.594  -0.30
C: -0.814 -3.242 -0.085  -0.80
H: 1.878 3.658 1.533  0.36
H: 3.464 3.455 0.914  0.37
H: 2.138 3.705 -0.109  0.33
H: 2.829 1.064 0.333  0.43
H: 1.956 1.306 1.565  0.53
H: 1.045 1.764 -1.273  0.33
H: -0.027 2.266 0.149  0.43
H: 0.755 -0.546 0.101  0.23
H: -1.441 0.813 -1.486  0.32
H: -0.608 -0.819 -1.973  0.32
H: -2.587 -0.398 0.288  0.46
H: -2.626 -1.387 -1.203  0.37
H: -1.032 -1.637 1.329  0.39
H: -2.423 -2.435 1.099  0.37
H: -1.587 -3.711 -0.699  0.36
H: -0.438 -4.021 0.644  0.33
H: 0.050 -2.964 -0.741  0.32

=====

*2*
The following is a DFT calculation (ωB97M-V with the def2-TZVPD basis set) of a cluster of 2 separate species, C6H17N2 in total.

Calculated values
M ... 117.22 g/mol
Lowest unoccupied orbital energy ... -7.6 eV
Net charge ... +1

Each line ends with the Mulliken charge.
Element x y z (Å)
C: -0.771 1.745 -0.126  -0.44
N: -0.107 0.575 -0.197  0.10
C: 1.036 0.362 0.508  -1.10
C: 1.825 -0.934 0.066  0.56
C: 0.833 -2.058 -0.335  -1.28
C: 2.893 -1.315 1.123  -1.26
C: -2.224 1.441 0.433  -0.46
N: -3.010 0.698 -0.486  -0.51
H: -0.260 2.523 0.454  0.41
H: -0.883 2.124 -1.154  0.33
H: -2.757 -0.282 -0.447  0.22
H: 0.813 0.300 1.589  0.47
H: 1.691 1.246 0.427  0.50
H: 2.303 -0.584 -0.849  0.31
H: 0.396 -2.668 0.453  0.37
H: 0.044 -1.413 -0.719  0.37
H: 1.242 -2.644 -1.157  0.37
H: 2.667 -2.287 1.545  0.33
H: 2.954 -0.551 1.893  0.40
H: 3.856 -1.400 0.624  0.31
H: -2.630 2.438 0.618  0.42
H: -2.106 1.004 1.432  0.31
H: -0.776 -0.996 -4.756  -0.01
H: -4.007 0.804 -0.358  0.26
H: -1.467 -1.209 -4.597  0.01

=====

*3*
The following is a DFT calculation (ωB97M-V with the def2-TZVPD basis set) of a cluster of 2 separate species, C6H17N2 in total.

Calculated values
M ... 117.22 g/mol
Lowest unoccupied orbital energy ... -3.0 eV
Net charge ... +1

Each line ends with the Mulliken charge.
Element x y z (Å)
C: -0.744 -1.417 -1.556  -0.66
C: 0.449 -0.855 -2.343  -0.35
C: 0.508 -1.489 -3.755  -1.22
N: -0.641 -0.964 -0.142  -0.15
H: -1.719 -1.059 -1.923  0.35
H: -0.713 -2.529 -1.555  0.38
H: 1.326 -1.154 -1.777  0.34
H: 0.428 0.241 -2.396  0.34
H: 0.719 -2.552 -3.563  0.33
H: -0.439 -1.455 -4.330  0.33
H: 1.276 -1.014 -4.365  0.34
H: 0.194 -1.395 0.270  0.39
H: -0.593 0.087 -0.054  0.36
H: -1.403 -1.399 0.367  0.37
C: 1.060 0.686 3.664  -1.12
C: -0.016 0.985 2.634  0.09
C: 0.237 1.598 1.470  -0.40
N: -0.772 1.807 0.460  -0.68
H: 1.993 1.131 3.367  0.34
H: 0.837 1.137 4.650  0.32
H: 1.151 -0.400 3.753  0.27
H: -1.038 0.598 2.794  0.31
H: 1.239 1.986 1.217  0.27
H: -0.542 2.584 -0.162  0.23
H: -1.699 2.026 0.811  0.22

=====

*4*
The following is a DFT calculation (ωB97M-V with the def2-TZVPD basis set) of a cluster of 2 separate species, C6H17N2 in total.

Calculated values
M ... 117.22 g/mol
Lowest unoccupied orbital energy ... -7.2 eV
Net charge ... +1

Each line ends with the Mulliken charge.
Element x y z (Å)
N: 1.091 -2.768 1.027  -0.61
C: 0.077 0.078 0.536  -0.15
C: 1.063 1.101 0.790  0.02
C: 1.998 0.673 1.964  -1.49
C: -0.152 -0.448 -0.845  -0.94
N: -1.116 0.222 -1.764  0.00
C: -2.455 -0.395 -1.657  -0.89
C: -1.224 1.696 -1.477  -0.93
H: 1.920 -2.677 0.461  0.28
H: 0.768 -1.818 1.194  0.22
H: 1.426 -3.122 1.918  0.31
H: -0.851 0.071 1.110  0.23
H: 0.520 1.997 1.133  0.38
H: 1.745 1.391 -0.009  0.43
H: 1.418 0.522 2.882  0.37
H: 2.470 -0.284 1.739  0.41
H: 2.803 1.338 2.269  0.38
H: -0.482 -1.495 -0.707  0.53
H: 0.789 -0.669 -1.358  0.37
H: -2.476 -1.367 -2.139  0.34
H: -3.126 0.269 -2.202  0.35
H: -2.787 -0.410 -0.615  0.34
H: -0.187 1.994 -1.306  0.34
H: -1.709 1.949 -0.532  0.33
H: -1.521 2.152 -2.414  0.38

=====

Which of them is least stable? Easy: *2*.

=====

*1*
The following is a DFT calculation (ωB97M-V with the def2-TZVPD basis set) of a structure of composition C6H9NO3.

Calculated values
M ... 143.14 g/mol
Lowest unoccupied orbital energy ... 0.4 eV

Each line ends with the Mulliken charge.
Element x y z (Å)
N: -0.774 0.095 -1.822  -0.42
C: -0.329 0.861 -0.717  0.19
O: -0.181 2.071 -0.799  -0.60
C: 0.055 0.111 0.546  -0.07
C: 0.974 -1.154 0.483  -0.43
C: 2.144 -0.163 0.164  -0.53
C: 1.348 0.583 1.286  -0.43
C: 1.294 -0.794 1.926  0.41
O: 1.455 -1.323 2.990  -0.61
H: -0.810 0.546 -2.728  0.25
H: -0.688 -0.913 -1.815  0.22
H: -0.850 0.024 1.168  0.57
H: 0.761 -2.131 0.040  0.49
H: 3.162 -0.493 0.400  0.31
H: 2.098 0.307 -0.827  0.22
H: 1.547 1.561 1.733  0.45
H: -3.229 0.355 -1.311  0.33
O: -3.946 0.610 -0.649  -0.65
H: -4.030 -0.152 -0.069  0.31

=====

*2*
The following is a DFT calculation (ωB97M-V with the def2-TZVPD basis set) of a structure of composition C6H9NO3.

Calculated values
M ... 143.14 g/mol
Lowest unoccupied orbital energy ... 0.3 eV

Each line ends with the Mulliken charge.
Element x y z (Å)
O: -2.243 -1.676 3.802  -0.43
C: -2.073 -1.243 2.692  0.21
H: -2.851 -0.731 2.096  0.32
O: -0.791 -1.186 2.119  -0.47
H: -0.807 -0.636 1.325  0.35
O: -2.177 -3.885 0.902  -0.55
C: -2.716 -3.398 -0.285  -0.32
C: -1.730 -2.806 -1.363  -0.08
N: -1.347 -4.223 -1.625  -0.54
C: -2.803 -4.471 -1.422  -0.08
C: -3.474 -3.619 -2.502  -0.59
C: -2.745 -2.492 -2.462  -0.51
H: -3.632 -2.820 -0.098  0.34
H: -0.950 -2.082 -1.103  0.48
H: -1.053 -4.378 -2.590  0.26
H: -3.143 -5.498 -1.247  0.50
H: -4.361 -3.868 -3.082  0.39
H: -2.847 -1.566 -3.024  0.39
H: -1.607 -3.225 1.420  0.31

=====

*3*
The following is a DFT calculation (ωB97M-V with the def2-TZVPD basis set) of a cluster of 2 separate species, C6H9NO3 in total.

Calculated values
M ... 143.14 g/mol
Lowest unoccupied orbital energy ... 0.6 eV

Each line ends with the Mulliken charge.
Element x y z (Å)
O: -1.114 -1.367 -0.813  -0.52
C: -0.108 -1.925 -0.450  0.28
N: 0.908 -2.463 -1.270  -0.26
C: 1.913 -2.916 -0.363  -0.10
C: 2.874 -4.067 0.024  -0.52
C: 2.580 -3.248 1.352  -0.48
C: 2.780 -1.968 0.521  -0.36
C: 1.111 -3.291 0.853  0.21
O: 0.099 -2.272 0.857  -0.38
H: 1.058 -2.069 -2.189  0.28
H: 2.482 -5.090 -0.030  0.26
H: 3.904 -3.999 -0.347  0.27
H: 2.970 -3.476 2.349  0.45
H: 3.799 -1.768 0.164  0.27
H: 2.292 -1.057 0.887  0.25
H: 0.615 -4.271 0.877  0.37
H: 0.352 0.589 -2.615  0.29
O: -0.066 1.249 -2.026  -0.61
H: -0.782 1.629 -2.542  0.31

=====

*4*
The following is a DFT calculation (ωB97M-V with the def2-TZVPD basis set) of the molecule C6H9NO3.

Calculated values
Structure (SMILES) ... CC1=NO[C@](C)(C(=O)O)C1
M ... 143.14 g/mol
Lowest unoccupied orbital energy ... 0.7 eV

Each line ends with the Mulliken charge.
Element x y z (Å)
C: 2.697 0.892 -0.220  -1.20
C: 1.272 0.631 0.102  0.80
N: 0.714 1.102 1.150  -0.55
O: -0.626 0.756 1.163  -0.40
C: -0.895 -0.132 0.068  1.37
C: -2.277 0.116 -0.499  -1.68
C: -0.760 -1.621 0.659  0.27
O: -0.690 -2.583 -0.052  -0.57
O: -0.891 -1.691 1.979  -0.51
C: 0.288 0.054 -0.886  -0.75
H: 3.144 -0.022 -0.593  0.32
H: 2.774 1.648 -0.999  0.27
H: 3.219 1.250 0.670  0.36
H: -3.012 0.087 0.308  0.38
H: -2.513 -0.658 -1.232  0.36
H: -2.309 1.102 -0.973  0.40
H: -0.839 -0.792 2.354  0.45
H: 0.635 -0.889 -1.311  0.34
H: 0.069 0.748 -1.687  0.36

=====

Which of them is least stable? Easy: *2*.

=====

*1*
The following is a DFT calculation (ωB97M-V with the def2-TZVPD basis set) of a cluster of 2 separate species, C6H9NO3 in total.

Calculated values
Structure (SMILES) ... N#CC(=O)C1(CO)CC1.O
M ... 143.14 g/mol
Lowest unoccupied orbital energy ... -0.5 eV

Each line ends with the Mulliken charge.
Element x y z (Å)
N: 2.814 0.558 0.780  -0.53
C: 1.809 -0.012 0.621  0.19
C: 0.513 -0.748 0.794  0.49
O: 0.558 -1.836 1.317  -0.56
C: -0.711 -0.095 0.267  1.02
C: -0.626 1.372 -0.069  -0.96
O: -0.442 2.092 1.132  -0.54
C: -2.036 -0.636 0.783  -0.61
C: -1.603 -0.992 -0.587  -0.67
H: -1.555 1.675 -0.578  0.40
H: 0.204 1.557 -0.772  0.42
H: -0.257 3.013 0.930  0.33
H: -1.985 -1.406 1.553  0.25
H: -2.826 0.105 0.907  0.25
H: -2.083 -0.510 -1.440  0.26
H: -1.236 -2.002 -0.767  0.28
O: 3.188 -0.576 -1.970  -0.68
H: 2.656 -1.355 -1.778  0.31
H: 3.619 -0.204 -1.123  0.35

=====

*2*
The following is a DFT calculation (ωB97M-V with the def2-TZVPD basis set) of the molecule C6H9NO3.

Calculated values
Structure (SMILES) ... O=C1C[C@@]2([C@H](O)CO)N[C@@H]12
M ... 143.14 g/mol
Lowest unoccupied orbital energy ... 0.5 eV

Each line ends with the Mulliken charge.
Element x y z (Å)
O: -0.552 3.543 0.863  -0.56
C: -0.559 2.341 0.813  0.15
C: 0.193 1.254 1.594  -0.60
C: -0.299 0.274 0.520  0.93
C: 0.517 -0.854 -0.042  -0.10
O: 2.010 -0.572 -0.559  -0.61
C: -0.159 -1.805 -1.022  -0.36
O: 0.746 -2.650 -1.603  -0.56
N: -1.744 0.282 0.618  -0.83
C: -1.092 1.352 -0.183  -0.35
H: 1.273 1.447 1.556  0.30
H: -0.131 1.046 2.622  0.27
H: 0.803 -1.480 0.821  0.34
H: 1.921 0.168 -1.170  0.33
H: -0.991 -2.342 -0.543  0.26
H: -0.211 -0.786 -1.681  0.21
H: 1.773 -2.331 -1.326  0.40
H: -2.159 -0.375 -0.043  0.32
H: -1.341 1.490 -1.235  0.47

=====

Which of them is least stable? Easy: *2*.